No. 1
Molecular formula: C37H31CoN8O7P2
Method: DFT, wB97M-V/def2-TZVPD

Summary:
* HOMO-LUMO gap (alpha / beta): 1.611 / 4.319 eV
* total charge: -1
* LUMO level (alpha / beta): 0.5 / 0.4 eV
* spin multiplicity: 4
* energy above the lowest of the compared OMol25 structures with the same formula, charge and spin: 558.8 kcal per mole

Each line ends with the Löwdin charge.
Cartesian coordinates (Å):
Co (-0.477, 0.124, 0.296)  0.20
C (-0.953, -2.341, 5.222)  0.01
N (-0.794, -1.063, 4.402)  -0.14
C (0.216, -0.239, 4.716)  -0.12
C (0.279, 0.605, 3.670)  -0.16
N (-0.664, 0.367, 2.693)  0.07
C (-1.324, -0.829, 3.170)  -0.41
P (-2.723, -1.686, 2.409)  1.15
C (-3.138, -0.113, 1.430)  -0.47
N (-2.548, 0.471, 0.437)  0.05
C (-3.323, 1.699, 0.099)  0.01
C (-4.350, 1.782, 1.016)  -0.04
N (-4.224, 0.609, 1.814)  -0.19
C (-5.161, 0.431, 2.940)  -0.06
C (-1.758, -2.520, 1.095)  -0.48
N (-0.801, -1.899, 0.502)  0.02
C (-0.345, -2.772, -0.468)  -0.08
C (-0.971, -3.984, -0.362)  0.02
N (-1.949, -3.863, 0.735)  -0.07
C (-2.908, -4.920, 1.254)  -0.01
H (-1.833, -3.063, 4.973)  0.11
H (-0.987, -1.994, 6.218)  0.07
H (-0.198, -2.926, 4.967)  0.02
H (0.798, -0.119, 5.752)  0.17
H (1.040, 1.399, 3.464)  0.11
H (-2.840, 2.243, -0.597)  0.05
H (-5.266, 2.504, 1.118)  0.15
H (-5.679, 1.342, 2.911)  0.03
H (-4.516, 0.555, 3.902)  0.12
H (-5.824, -0.418, 2.428)  0.14
H (0.477, -2.738, -1.131)  0.10
H (-1.085, -4.711, -0.900)  0.02
H (-3.533, -5.300, 0.334)  0.08
H (-3.545, -4.690, 1.925)  -0.07
H (-2.083, -6.770, 1.451)  0.16
C (3.366, 0.412, -4.520)  -0.09
C (2.330, -0.551, -4.181)  0.00
C (2.017, -0.775, -2.609)  -0.10
C (2.279, 0.290, -1.869)  -0.32
C (3.190, 1.275, -2.481)  -0.12
C (3.715, 1.502, -3.674)  -0.07
P (1.748, 0.265, -0.022)  1.17
C (2.990, -1.045, 0.873)  -0.26
C (2.486, -2.094, 1.590)  -0.15
C (3.185, -2.899, 2.379)  -0.08
C (4.607, -2.877, 2.130)  -0.16
C (5.072, -2.010, 1.248)  -0.15
C (4.339, -0.851, 0.785)  -0.11
C (2.204, 1.926, 0.687)  -0.26
C (3.084, 1.977, 1.753)  -0.12
C (3.163, 3.211, 2.340)  -0.03
C (2.202, 4.298, 1.835)  0.01
C (1.136, 4.063, 0.999)  0.02
C (1.284, 2.915, 0.272)  -0.28
H (3.995, 0.401, -5.351)  0.06
H (1.864, -1.357, -4.916)  0.12
H (0.908, -1.235, -2.903)  0.13
H (3.474, 1.877, -1.765)  0.04
H (4.039, 2.495, -3.803)  0.11
H (1.812, -2.458, 1.143)  -0.01
H (2.753, -3.482, 3.119)  0.08
H (5.272, -3.889, 3.018)  0.21
H (6.591, -2.015, 0.897)  0.21
H (4.738, -0.326, -0.012)  0.08
H (3.546, 1.125, 2.169)  0.08
H (3.734, 3.420, 3.115)  0.04
H (2.300, 5.151, 2.418)  0.07
H (0.457, 4.640, 0.979)  0.03
O (0.630, 4.099, -2.093)  0.09
C (-0.012, 3.123, -1.779)  -0.29
O (0.154, 2.440, -0.391)  -0.08
C (-0.911, 2.430, -2.763)  -0.07
C (-1.529, 3.203, -3.854)  0.02
C (-2.181, 2.535, -4.905)  -0.19
C (-2.215, 1.106, -4.986)  0.08
C (-1.563, 0.419, -4.064)  -0.12
C (-1.027, 0.981, -2.828)  -0.30
O (-0.678, 0.148, -1.934)  -0.13
N (-1.602, -0.994, -3.885)  -0.36
O (-2.314, -1.589, -3.061)  0.06
O (-0.793, -1.573, -4.548)  0.07
N (-2.819, 3.231, -5.919)  -0.46
O (-3.537, 2.596, -6.729)  -0.12
O (-2.706, 4.468, -6.046)  -0.09
H (-1.190, 4.188, -3.881)  0.07
H (-2.598, 0.640, -5.867)  0.12

Forces on the atoms, in the same order (eV/Å):
Co 0.09 0.20 -0.62
C -4.38 1.96 -1.46
N -1.77 -3.91 0.94
C 1.63 1.13 2.50
C 0.75 2.32 -2.50
N -0.69 -3.65 1.61
C 2.48 4.04 0.46
P 0.39 1.23 -1.04
C -1.41 0.05 0.50
N -0.85 2.04 -0.95
C 0.16 -4.60 4.16
C -0.04 -0.39 -0.63
N -0.97 2.19 -0.01
C 1.49 -1.42 -1.67
C -1.57 -1.24 2.31
N 0.55 -0.34 -1.71
C -0.72 -2.60 0.75
C -1.43 8.10 7.45
N 0.59 -0.12 -0.77
C 5.15 -2.57 -9.14
H 0.84 2.11 0.27
H 0.05 -0.23 1.20
H 3.92 -2.37 -0.49
H -1.62 -0.88 -2.64
H -0.97 -0.67 0.48
H 0.78 2.17 -2.44
H 2.19 -1.63 -0.13
H -1.30 0.96 0.15
H -1.64 -1.62 -1.22
H 1.00 1.19 2.91
H 0.64 1.30 -0.55
H -0.42 -8.03 -5.88
H 1.54 0.53 1.78
H -3.56 1.85 5.43
H -1.06 2.88 0.06
C -1.97 -0.93 0.18
C 2.63 -0.63 2.04
C -5.09 -0.82 -8.83
C 2.89 1.40 1.24
C -2.69 -2.27 3.01
C -2.29 -3.13 -0.25
P 0.74 -1.05 -0.39
C -0.13 3.50 -1.44
C 6.30 4.84 3.22
C 4.66 0.17 -0.02
C -0.77 -4.43 5.48
C 6.34 3.15 -1.94
C 0.45 -4.30 0.43
C -0.71 -2.08 -1.83
C -0.75 2.10 -0.18
C -4.91 2.02 -4.87
C 2.55 -3.55 2.19
C 10.85 -6.55 0.77
C -1.41 -2.30 1.34
H -0.08 -0.49 -2.34
H 1.45 1.96 1.57
H 2.74 0.23 2.60
H 1.21 3.92 3.58
H 1.33 0.52 -1.00
H -11.49 -4.36 -4.45
H -0.74 -1.69 0.78
H -1.60 3.39 -3.32
H -4.71 -0.09 1.10
H 0.96 1.76 -0.93
H 0.63 -0.78 0.07
H 2.68 1.07 3.45
H -0.20 1.75 0.77
H -9.17 7.62 -0.93
O -0.35 -0.52 1.73
C -0.61 -1.18 -1.90
O 0.71 1.48 -2.75
C -0.26 -1.05 0.16
C 1.21 -2.06 1.38
C -0.15 0.15 -0.08
C 0.28 1.52 -0.95
C -0.46 0.79 3.25
C 0.35 1.50 1.22
O 0.22 0.25 0.36
N -1.38 -1.74 0.86
O 0.27 1.32 -1.17
O 1.52 -1.61 -1.34
N 0.06 -0.25 -0.11
O -0.66 -0.99 -0.79
O 0.52 0.91 0.68
H -0.18 1.62 -0.46
H -0.60 -0.10 -0.28

***

No. 2
Molecular formula: C37H31N4ReTe
Method: DFT, wB97M-V/def2-TZVPD

Summary:
* HOMO-LUMO gap (alpha / beta): 5.868 / 6.062 eV
* total charge: +3
* LUMO level (alpha / beta): -11.0 / -10.8 eV
* spin multiplicity: 2
* energy above the lowest of the compared OMol25 structures with the same formula, charge and spin: 7.8 kcal per mole

Each line ends with the Löwdin charge.
Cartesian coordinates (Å):
Re (-0.946, -0.516, -0.128)  1.24
C (-0.254, 0.927, 3.041)  -0.03
C (-1.268, -0.169, 3.045)  -0.28
C (-1.900, -0.499, 4.249)  0.04
C (-2.746, -1.580, 4.317)  0.04
C (-2.920, -2.367, 3.177)  0.04
C (-2.283, -2.002, 2.015)  -0.18
N (-1.512, -0.870, 1.924)  -0.02
C (-2.352, -2.838, 0.799)  -0.15
C (-2.914, -4.097, 0.717)  0.06
C (-2.867, -4.773, -0.497)  0.06
C (-2.287, -4.192, -1.618)  0.06
C (-1.746, -2.926, -1.506)  -0.14
N (-1.771, -2.295, -0.304)  -0.03
C (-1.155, -2.132, -2.596)  -0.18
C (-1.128, -2.592, -3.893)  0.05
C (-0.607, -1.772, -4.891)  0.03
C (-0.146, -0.525, -4.541)  0.04
C (-0.191, -0.105, -3.210)  -0.28
C (0.272, 1.270, -2.864)  -0.03
N (-0.684, -0.896, -2.244)  -0.01
H (-0.528, 1.704, 3.750)  0.11
H (-0.113, 1.383, 2.063)  0.04
H (0.704, 0.519, 3.380)  0.10
H (-1.700, 0.108, 5.121)  0.14
H (-3.245, -1.839, 5.241)  0.14
H (-3.544, -3.246, 3.217)  0.13
H (-3.367, -4.566, 1.577)  0.13
H (-3.291, -5.766, -0.570)  0.15
H (-2.270, -4.729, -2.554)  0.13
H (-1.514, -3.569, -4.143)  0.13
H (-0.577, -2.108, -5.919)  0.14
H (0.254, 0.149, -5.286)  0.14
H (-0.490, 2.005, -3.137)  0.11
H (1.173, 1.521, -3.421)  0.10
H (0.477, 1.353, -1.797)  0.02
C (-2.241, 1.007, -0.582)  -0.19
C (-2.037, 2.132, 0.364)  -0.30
C (-1.036, 3.080, 0.123)  -0.03
C (-0.816, 4.114, 1.017)  0.01
C (-1.617, 4.224, 2.151)  -0.19
C (-2.656, 3.312, 2.375)  0.01
C (-2.851, 2.268, 1.497)  -0.03
C (-1.375, 5.266, 3.101)  -0.15
N (-1.186, 6.081, 3.887)  0.22
H (-2.200, 1.291, -1.634)  0.09
H (-3.188, 0.470, -0.388)  0.11
H (-0.454, 3.039, -0.787)  0.10
H (-0.043, 4.848, 0.833)  0.14
H (-3.301, 3.442, 3.234)  0.14
H (-3.662, 1.569, 1.667)  0.13
Te (1.673, -0.748, 0.589)  1.56
C (2.610, 1.063, 1.119)  -0.50
C (3.462, 0.970, 2.216)  -0.13
C (4.181, 2.093, 2.603)  -0.03
C (4.042, 3.284, 1.905)  -0.02
C (3.187, 3.361, 0.812)  -0.04
C (2.464, 2.249, 0.411)  -0.14
C (2.665, -1.267, -1.194)  -0.51
C (3.125, -0.322, -2.104)  -0.13
C (3.830, -0.743, -3.220)  -0.04
C (4.075, -2.097, -3.423)  -0.03
C (3.627, -3.035, -2.505)  -0.05
C (2.923, -2.623, -1.382)  -0.14
H (3.583, 0.043, 2.762)  0.10
H (4.853, 2.031, 3.449)  0.13
H (4.605, 4.155, 2.209)  0.13
H (3.091, 4.289, 0.265)  0.12
H (1.810, 2.322, -0.448)  0.07
H (2.992, 0.736, -1.920)  0.09
H (4.215, -0.015, -3.922)  0.12
H (4.641, -2.417, -4.288)  0.13
H (3.843, -4.085, -2.649)  0.12
H (2.601, -3.361, -0.655)  0.10

Forces on the atoms, in the same order (eV/Å):
Re -0.47 0.63 0.35
C -0.03 0.03 0.00
C 0.10 0.12 0.13
C -0.03 -0.02 -0.05
C 0.05 0.04 -0.03
C 0.06 0.05 -0.08
C -0.14 -0.04 0.22
N 0.23 -0.40 -0.06
C -0.08 -0.07 -0.02
C 0.04 0.09 0.00
C 0.00 0.00 -0.02
C 0.01 0.08 0.03
C -0.04 -0.08 0.00
N 0.01 -0.20 0.07
C 0.01 -0.05 -0.23
C 0.03 0.05 0.11
C 0.01 0.04 0.04
C 0.01 -0.06 -0.01
C 0.06 0.12 0.01
C 0.02 -0.01 0.01
N 0.10 -0.21 0.01
H 0.00 0.01 0.01
H -0.02 0.01 0.03
H -0.01 0.00 -0.02
H 0.00 0.00 0.01
H -0.01 0.00 0.01
H -0.01 -0.02 0.00
H -0.01 0.02 0.02
H 0.00 0.00 0.00
H 0.01 0.01 -0.02
H 0.00 -0.02 0.01
H 0.00 0.00 -0.01
H 0.00 0.00 0.00
H -0.01 0.00 0.02
H 0.01 0.00 0.00
H 0.03 0.00 -0.01
C -0.01 0.12 -0.36
C 0.12 -0.09 0.04
C -0.03 0.00 0.03
C -0.03 -0.01 0.02
C 0.01 -0.15 -0.13
C 0.03 0.00 -0.02
C 0.04 -0.01 0.02
C -0.05 0.14 0.10
N 0.05 0.01 0.02
H 0.00 -0.02 0.02
H 0.04 -0.07 -0.01
H 0.00 -0.02 -0.02
H 0.00 0.01 0.01
H -0.01 -0.01 0.00
H -0.01 -0.01 0.00
Te 0.07 0.00 -0.35
C 0.01 -0.01 0.00
C -0.04 -0.09 0.00
C 0.00 0.04 -0.01
C -0.01 -0.01 0.00
C 0.04 0.04 0.04
C -0.08 -0.05 -0.10
C 0.10 -0.04 -0.04
C 0.02 0.14 0.17
C 0.02 -0.06 -0.04
C 0.00 0.01 -0.01
C 0.00 0.03 -0.06
C -0.21 -0.02 0.13
H 0.01 0.00 -0.01
H 0.00 0.00 0.01
H 0.00 0.00 0.00
H 0.00 0.01 -0.01
H 0.00 -0.02 0.01
H -0.01 0.02 -0.02
H 0.00 0.02 0.01
H 0.00 0.00 0.00
H 0.00 -0.01 0.01
H 0.02 0.00 0.01

***

No. 3
Molecular formula: C37H32GaNOP2
Method: DFT, wB97M-V/def2-TZVPD

Summary:
* HOMO-LUMO gap: 6.986 eV
* total charge: +2
* LUMO level: -7.5 eV

Each line ends with the Löwdin charge.
Cartesian coordinates (Å):
C (0.560, -1.490, -2.004)  -0.16
C (-0.447, -2.041, -1.207)  -0.38
C (-1.789, -2.072, -1.638)  -0.05
C (-2.081, -1.652, -2.925)  -0.05
C (-1.044, -1.249, -3.778)  -0.04
C (0.280, -1.190, -3.320)  -0.09
P (-0.032, -2.178, 0.554)  1.05
C (-1.281, -3.332, 1.094)  -0.36
C (-2.341, -2.828, 1.857)  -0.09
C (-3.399, -3.682, 2.160)  -0.05
C (-3.369, -5.007, 1.716)  -0.04
C (-2.306, -5.498, 0.952)  -0.04
C (-1.264, -4.642, 0.596)  -0.05
Ga (0.352, 0.013, 0.763)  0.52
P (0.069, 2.187, 0.405)  1.04
C (-1.318, 2.197, -0.758)  -0.37
C (-1.150, 2.486, -2.115)  -0.11
C (-2.212, 2.270, -2.989)  -0.05
C (-3.449, 1.846, -2.498)  -0.04
C (-3.630, 1.585, -1.133)  -0.05
C (-2.553, 1.735, -0.259)  -0.10
C (-0.226, 3.479, 1.612)  -0.33
C (0.598, 3.524, 2.749)  -0.07
C (0.434, 4.569, 3.659)  -0.04
C (-0.587, 5.506, 3.461)  -0.03
C (-1.454, 5.403, 2.369)  -0.04
C (-1.302, 4.366, 1.457)  -0.06
C (1.704, 2.450, -0.319)  -0.38
C (2.713, 1.487, -0.137)  -0.12
C (3.920, 1.633, -0.820)  -0.04
C (4.098, 2.717, -1.690)  -0.03
C (3.140, 3.738, -1.760)  -0.03
C (1.958, 3.638, -1.024)  -0.07
C (1.533, -3.108, 0.636)  -0.36
C (2.010, -3.863, -0.441)  -0.08
C (3.307, -4.377, -0.377)  -0.04
C (4.104, -4.110, 0.741)  -0.04
C (3.592, -3.423, 1.844)  -0.05
C (2.286, -2.932, 1.807)  -0.09
H (1.320, 2.713, 2.921)  0.12
H (1.107, 4.634, 4.514)  0.12
H (-0.712, 6.313, 4.185)  0.13
H (-2.251, 6.126, 2.228)  0.12
H (-2.010, 4.218, 0.644)  0.11
H (-0.183, 2.844, -2.450)  0.05
H (-2.080, 2.433, -4.058)  0.12
H (-4.289, 1.707, -3.174)  0.12
H (-4.596, 1.272, -0.731)  0.12
H (-2.632, 1.482, 0.805)  0.12
H (2.568, 0.620, 0.543)  0.08
H (4.701, 0.881, -0.663)  0.13
H (5.004, 2.758, -2.299)  0.13
H (3.311, 4.611, -2.393)  0.13
H (1.226, 4.452, -0.991)  0.13
H (1.383, -4.019, -1.325)  0.12
H (3.677, -4.974, -1.206)  0.12
H (5.136, -4.449, 0.762)  0.12
H (4.185, -3.259, 2.742)  0.12
H (1.833, -2.375, 2.637)  0.11
H (-2.302, -1.775, 2.157)  0.10
H (-4.239, -3.293, 2.734)  0.12
H (-4.198, -5.668, 1.964)  0.12
H (-2.282, -6.535, 0.615)  0.12
H (-0.466, -4.968, -0.079)  0.12
H (-2.580, -2.380, -0.931)  0.12
H (-3.124, -1.629, -3.259)  0.12
H (-1.305, -0.944, -4.787)  0.12
H (1.142, -0.882, -3.912)  0.12
H (1.554, -1.252, -1.584)  0.11
H (0.675, 1.651, -3.373)  0.10
H (1.068, 1.348, -2.796)  0.08
O (0.128, 0.208, 4.944)  0.15
C (-0.027, 0.054, 3.780)  -0.42
N (-0.165, -0.078, 2.594)  0.01

Forces on the atoms, in the same order (eV/Å):
C -0.20 -0.11 0.19
C -0.32 0.98 0.16
C 0.46 -0.26 0.66
C 0.07 0.15 -0.35
C -0.03 -0.10 0.11
C 0.00 0.16 -0.28
P 0.70 -3.22 -2.53
C -1.03 0.81 1.02
C 0.18 -0.36 -0.19
C 0.00 0.13 -0.04
C -0.08 0.04 0.14
C 0.13 0.38 -0.09
C 0.18 0.09 0.05
Ga -1.00 -0.48 2.90
P 0.21 1.95 -1.20
C -0.05 -0.31 -0.21
C -0.24 0.15 0.45
C -0.19 0.07 0.03
C 0.06 -0.08 0.29
C 0.25 0.13 0.21
C 0.29 -0.14 -0.20
C -0.33 -0.69 0.86
C -0.06 0.15 -0.05
C 0.03 -0.30 -0.21
C 0.17 -0.07 -0.06
C 0.17 -0.07 0.15
C 0.20 -0.15 -0.10
C -0.12 0.40 0.19
C -0.39 0.30 -0.53
C -0.01 -0.24 0.08
C -0.09 -0.19 0.21
C -0.06 -0.04 0.10
C 0.26 -0.33 -0.10
C 0.09 0.63 0.14
C 0.16 0.10 0.08
C -0.34 0.16 0.20
C -0.09 -0.03 0.10
C -0.34 0.02 0.08
C 0.10 0.14 -0.47
H -0.09 0.59 -0.04
H -0.32 0.02 -0.15
H 0.01 -0.21 -0.26
H 0.08 -0.13 0.09
H 0.22 0.27 0.12
H -0.61 0.15 0.05
H -0.06 0.07 0.26
H 0.18 0.04 0.04
H 0.30 0.07 -0.28
H -0.20 0.14 -0.33
H 0.24 0.36 -0.28
H -0.23 0.38 -0.24
H -0.27 0.13 0.28
H 0.01 -0.27 0.24
H 0.24 -0.30 -0.24
H 0.35 0.06 0.28
H 0.07 0.13 0.17
H -0.19 -0.04 0.00
H 0.01 -0.11 -0.27
H 0.41 -0.24 -0.15
H -0.24 -0.50 0.13
H 0.15 -0.26 -0.12
H 0.22 0.14 -0.03
H -0.11 0.33 0.08
H -0.28 -0.01 0.45
H 0.48 0.07 -0.60
H 0.50 -0.04 0.03
H 0.22 -0.09 0.07
H -0.61 0.10 -0.31
H -0.35 -0.50 -0.34
H 0.87 -0.61 0.36
H -0.07 0.20 -0.82
O -0.40 -0.41 -1.98
C 0.56 0.67 2.38
N 0.15 0.04 -0.40

***

| no. | energy (Eh) |
| --- | --- |
| 1 | -4457.79193 |
| 2 | -1992.91611 |
| 3 | -4166.04354 |